No. 1
Density functional theory data (ωB97M-V with the def2-TZVPD basis set) for a molecular structure, C33H41F5N2OPdSb2Se at a distorted geometry.

Calculated values
Highest occupied orbital energy (alpha / beta) in eV: -6.95 / -6.95
Gap between HOMO and LUMO (alpha / beta) in eV: 6.109 / 6.109
Energy relative to the best compared isomer or geometry (same formula, charge and spin) in eV: 1.235

Structure (XYZ):
```
86
C33H41F5N2OPdSb2Se ωB97M-V with the def2-TZVPD basis set
Pd -0.257 0.380 -0.374
C 0.416 -1.521 3.651
Sb -0.568 -1.051 1.805
C -1.026 -3.073 1.230
C -2.514 -0.546 2.652
C -2.437 0.540 3.682
C -2.252 0.172 5.017
C -2.157 1.110 6.031
C -2.266 2.457 5.722
C -2.470 2.836 4.407
C -2.552 1.905 3.369
C -2.739 2.409 1.973
Sb -0.837 2.633 0.913
C -1.406 4.363 -0.207
C 0.193 3.658 2.493
H 0.557 -0.615 4.237
H 1.381 -1.976 3.437
H -0.215 -2.221 4.193
H -0.804 -3.741 2.062
H -0.420 -3.341 0.367
H -2.078 -3.156 0.961
H -2.881 -1.470 3.099
H -3.154 -0.287 1.809
H -2.194 -0.883 5.261
H -2.011 0.791 7.055
H -2.205 3.206 6.501
H -2.583 3.888 4.168
H -3.172 3.409 1.982
H -3.369 1.762 1.364
H -1.362 5.230 0.451
H -2.417 4.230 -0.582
H -0.724 4.497 -1.044
H -0.456 4.445 2.871
H 1.107 4.096 2.095
H 0.440 2.971 3.301
N 2.290 0.655 0.487
C 3.345 1.071 0.252
N 4.544 1.551 -0.008
C 5.335 2.113 1.090
C 6.371 1.095 1.556
C 7.256 0.691 0.377
C 6.398 0.110 -0.749
C 5.313 1.100 -1.168
H 4.661 2.404 1.894
H 5.835 3.010 0.713
H 5.847 0.214 1.937
H 6.961 1.513 2.374
H 8.005 -0.037 0.693
H 7.794 1.572 0.010
H 5.924 -0.815 -0.407
H 7.011 -0.134 -1.619
H 4.628 0.658 -1.890
H 5.771 1.983 -1.623
F -3.672 2.453 -6.051
C -2.783 2.289 -5.061
C -1.425 2.429 -5.299
F -1.008 2.732 -6.534
C -0.507 2.264 -4.284
F 0.795 2.415 -4.570
C -0.870 1.955 -2.953
O 0.025 1.842 -2.024
C -2.263 1.818 -2.775
F -2.730 1.493 -1.538
C -3.195 1.978 -3.781
F -4.499 1.844 -3.504
C -3.271 -6.113 -3.093
C -2.374 -4.957 -2.736
C -2.886 -3.713 -2.399
C -2.066 -2.632 -2.097
C -2.718 -1.308 -1.812
C -0.671 -2.795 -2.126
Se 0.544 -1.331 -1.850
C -0.134 -4.057 -2.442
C 1.347 -4.338 -2.484
C -0.996 -5.105 -2.742
H -4.319 -5.818 -3.089
H -3.144 -6.936 -2.386
H -3.024 -6.498 -4.084
H -3.962 -3.567 -2.394
H -3.792 -1.427 -1.667
H -2.562 -0.626 -2.654
H -2.305 -0.830 -0.921
H 1.923 -3.560 -1.990
H 1.690 -4.400 -3.520
H 1.561 -5.295 -2.008
H -0.569 -6.070 -3.001
```



No. 2
Density functional theory data (ωB97M-V with the def2-TZVPD basis set) for a molecular structure, C33H41InN13O10P2S at a distorted geometry.

Calculated values
Highest occupied orbital energy (alpha / beta) in eV: -4.77 / -7.80
Spin multiplicity: 2
Gap between HOMO and LUMO (alpha / beta) in eV: 4.101 / 7.127
Energy relative to the best compared isomer or geometry (same formula, charge and spin) in eV: 0.733

Structure (XYZ):
```
101
C33H41InN13O10P2S ωB97M-V with the def2-TZVPD basis set
In 0.038 -0.038 -0.764
O 3.473 -6.397 -0.012
N 4.157 -5.466 -0.443
O 5.345 -5.610 -0.739
C 3.598 -4.185 -0.605
C 4.435 -3.214 -1.153
C 4.017 -1.898 -1.325
C 4.860 -0.875 -1.832
C 4.388 0.405 -1.897
C 3.068 0.679 -1.496
N 2.261 -0.269 -1.076
C 2.689 -1.526 -0.972
C 1.801 -2.518 -0.441
N 0.565 -2.132 -0.123
C -0.266 -2.971 0.476
C 0.100 -4.272 0.762
C 1.352 -4.730 0.391
C 2.258 -3.848 -0.220
H 5.436 -3.502 -1.433
H 5.861 -1.129 -2.147
H 5.009 1.212 -2.253
H 2.682 1.687 -1.501
H -1.240 -2.576 0.729
H -0.588 -4.933 1.265
H 1.642 -5.752 0.574
O -0.281 1.296 -4.948
P -0.963 0.949 -3.537
O -2.317 0.383 -3.683
O 0.124 0.156 -2.845
O -1.079 2.387 -2.832
P 0.065 3.016 -1.843
O 1.345 3.000 -2.802
O -0.337 4.356 -1.437
O 0.288 2.022 -0.700
H -0.946 1.573 -5.574
H 1.341 2.211 -3.349
C -5.579 -0.643 -3.137
C -5.279 -1.780 -4.111
C -4.584 -1.241 -5.355
C -4.442 -2.893 -3.462
N -3.206 -2.439 -2.894
C -2.990 -1.690 -1.803
N -1.695 -1.603 -1.627
N -1.132 -2.288 -2.613
N -2.013 -2.783 -3.368
H -6.344 0.006 -3.554
H -4.686 -0.043 -2.975
H -5.951 -1.029 -2.188
H -6.226 -2.254 -4.395
H -3.652 -0.755 -5.077
H -5.222 -0.510 -5.846
H -4.371 -2.042 -6.058
H -4.178 -3.638 -4.215
H -5.022 -3.376 -2.669
H -3.741 -1.279 -1.163
C -2.440 0.975 4.079
C -1.669 -0.296 3.731
N -1.481 -0.348 2.297
C -2.332 0.320 1.480
N -1.976 0.559 0.255
C -2.745 1.469 -0.575
C -4.035 1.998 0.054
C -4.597 0.942 0.997
N -3.579 0.592 1.965
C -3.785 0.897 3.368
H -1.883 1.840 3.713
H -2.574 1.079 5.155
H -2.237 -1.174 4.065
H -0.696 -0.314 4.222
H -0.531 -0.363 1.932
H -2.934 0.977 -1.532
H -2.104 2.326 -0.792
H -4.745 2.254 -0.731
H -3.835 2.904 0.628
H -4.875 0.044 0.433
H -5.484 1.305 1.520
H -4.403 0.115 3.830
H -4.323 1.848 3.453
O 1.204 -0.169 1.579
N 1.970 0.386 2.443
C 3.138 -0.203 2.765
C 3.908 0.264 3.802
C 3.495 1.379 4.517
C 2.337 2.025 4.107
C 1.592 1.512 3.071
H 3.403 -1.059 2.162
H 4.824 -0.247 4.050
H 4.071 1.746 5.349
H 2.011 2.930 4.591
H 0.694 1.975 2.693
S 2.847 3.200 0.661
C 3.990 3.517 1.803
N 3.872 4.710 2.526
C 4.714 5.030 3.527
C 5.730 4.172 3.839
C 5.842 3.004 3.051
N 5.011 2.693 2.095
H 3.126 5.324 2.226
H 4.541 5.963 4.043
H 6.426 4.380 4.630
H 6.651 2.305 3.219
```



No. 3
Density functional theory data (ωB97M-V with the def2-TZVPD basis set) for a molecular structure, C33H41N6O3SSn.

Calculated values
Highest occupied orbital energy in eV: -9.85
Net charge: +1
Gap between HOMO and LUMO in eV: 6.646

Structure (XYZ):
```
85
C33H41N6O3SSn ωB97M-V with the def2-TZVPD basis set
Sn -0.080 0.699 -0.043
C 2.571 -0.519 -2.827
C 0.792 0.796 -4.244
C 0.259 1.673 -3.091
N -0.641 1.000 -2.150
C -1.860 0.621 -2.506
C -2.399 0.910 -3.780
C -3.517 0.434 -4.433
C -4.436 -0.522 -4.021
C -4.526 -1.053 -2.751
C -3.810 -0.729 -1.603
C -2.680 0.076 -1.404
N -2.215 0.368 -0.182
C -3.067 0.235 0.998
C -2.924 -1.069 1.787
C -1.593 -1.246 2.517
N -0.604 -1.733 1.557
C 0.515 -2.212 1.888
C 0.993 -2.396 3.314
C 0.616 -3.787 3.743
C 1.056 -4.875 3.113
C 1.947 -4.919 1.949
C 2.098 -4.029 0.960
C 1.356 -2.779 0.763
N 1.314 -2.138 -0.333
C 1.990 -2.650 -1.526
C 1.681 -1.753 -2.720
H 2.380 -0.357 -0.787
H 3.614 -0.845 -2.938
H 0.116 -0.046 -4.404
H 0.768 1.386 -5.164
H -0.242 2.554 -3.500
H 1.100 2.051 -2.514
H -1.810 1.612 -4.358
H -3.666 0.833 -5.431
H -5.163 -0.859 -4.749
H -5.305 -1.793 -2.604
H -4.169 -1.221 -0.708
H -4.114 0.357 0.716
H -2.819 1.075 1.655
H -3.015 -1.915 1.104
H -3.746 -1.122 2.503
H -1.720 -1.973 3.325
H -1.265 -0.303 2.975
H 0.532 -1.648 3.955
H -0.034 -3.880 4.604
H 0.780 -5.840 3.524
H 2.539 -5.825 1.870
H 2.811 -4.275 0.181
H 1.637 -3.664 -1.734
H 3.074 -2.720 -1.371
H 0.641 -1.428 -2.618
H 1.759 -2.331 -3.641
C -0.861 5.122 1.939
C -0.461 4.451 3.257
C 0.129 3.145 2.762
O -0.716 2.762 1.662
C -1.329 3.942 1.090
H 0.006 5.603 1.485
H -1.643 5.869 2.059
H -1.341 4.257 3.872
H 0.252 5.034 3.838
H 0.114 2.340 3.496
H 1.156 3.282 2.412
H -2.411 3.809 1.131
H -1.030 4.033 0.044
N 4.837 3.433 -5.457
C 5.126 2.836 -4.293
S 6.621 2.962 -3.601
C 4.037 2.021 -3.661
C 3.961 2.093 -2.195
C 3.275 1.334 -1.334
N 2.438 0.252 -1.592
C 2.235 0.257 -4.110
C 3.263 1.292 -4.476
H 5.567 3.932 -5.933
H 3.908 3.433 -5.841
H 4.543 2.890 -1.755
H 3.313 1.596 -0.282
H 2.313 -0.508 -4.890
H 3.450 1.363 -5.544
O 2.426 -2.281 3.470
C 3.036 -1.198 2.985
O 2.500 -0.301 2.392
H 4.114 -1.267 3.164
```



No. 4
Density functional theory data (ωB97M-V with the def2-TZVPD basis set) for a molecular structure, C33H42N3NaO2 at a distorted geometry.

Calculated values
Highest occupied orbital energy in eV: -0.19
Net charge: -2
Gap between HOMO and LUMO in eV: 4.171
Energy relative to the best compared isomer or geometry (same formula, charge and spin) in eV: 0.555

Structure (XYZ):
```
81
C33H42N3NaO2 ωB97M-V with the def2-TZVPD basis set
Na -0.873 0.181 -0.375
C 2.681 -2.797 1.565
C 2.912 -1.337 1.277
C 3.290 -0.977 -0.017
C 3.720 -2.053 -0.977
C 3.239 0.357 -0.412
C 3.393 0.700 -1.870
C 2.953 1.352 0.525
C 2.926 2.796 0.110
C 2.667 0.999 1.843
C 2.295 2.043 2.859
C 2.653 -0.346 2.219
C 2.346 -0.693 3.652
H 3.608 -3.345 1.755
H 2.185 -3.233 0.701
H 2.016 -2.932 2.411
H 2.842 -2.502 -1.443
H 4.275 -2.834 -0.457
H 4.366 -1.655 -1.757
H 4.426 0.953 -2.133
H 2.745 1.534 -2.123
H 3.067 -0.140 -2.474
H 1.892 3.090 -0.088
H 3.520 2.966 -0.784
H 3.319 3.444 0.892
H 3.136 2.283 3.518
H 1.468 1.686 3.464
H 1.952 2.953 2.383
H 1.274 -0.619 3.827
H 2.852 -0.004 4.328
H 2.673 -1.700 3.899
C -1.789 -0.742 -4.294
C -1.586 0.260 -3.146
O -2.197 0.017 -2.081
C -0.780 1.363 -3.406
C -0.413 2.346 -2.455
C 0.384 3.551 -2.941
N -0.737 2.202 -1.212
N -0.482 3.206 -0.317
C -0.637 2.830 0.943
O -0.836 1.666 1.391
C -0.581 3.964 1.904
C -0.370 5.288 1.506
C -0.385 6.314 2.426
C -0.608 6.058 3.775
C -0.808 4.746 4.185
C -0.797 3.719 3.266
H -1.969 -1.716 -3.848
H -2.661 -0.470 -4.892
H -0.919 -0.800 -4.942
H -0.372 1.468 -4.406
H 0.612 3.489 -4.005
H -0.180 4.463 -2.748
H 1.313 3.624 -2.377
H -0.206 5.479 0.457
H -0.224 7.337 2.101
H -0.632 6.871 4.494
H -0.974 4.534 5.236
H -0.958 2.694 3.566
C -1.529 -1.432 2.721
N -1.605 -1.628 1.301
C -2.844 -1.108 0.785
C -1.354 -2.988 0.885
C -0.782 -3.093 -0.511
C -1.004 -4.289 -1.181
C -0.415 -4.526 -2.410
C 0.376 -3.531 -2.955
C 0.542 -2.334 -2.275
C 0.009 -2.031 -1.007
H -2.379 -1.896 3.273
H -1.522 -0.362 2.916
H -0.602 -1.854 3.112
H -3.730 -1.643 1.196
H -2.846 -1.184 -0.295
H -2.910 -0.053 1.043
H -2.264 -3.625 0.975
H -0.606 -3.407 1.572
H -1.651 -5.055 -0.741
H -0.569 -5.469 -2.932
H 0.860 -3.696 -3.918
H 1.145 -1.575 -2.772
```



No. 5
Density functional theory data (ωB97M-V with the def2-TZVPD basis set) for 8 unconnected molecules or ions with the total composition C33H42O17 at a distorted geometry.

Calculated values
SMILES string: O=C1C=C(O)C(=O)C=C1O.O=C1C=C(O)C(=O)C=C1O.O=C1C=C(O)C(=O)C=C1O.CC(C)=O.CC(C)=O.CC(C)=O.CC(C)=O.CC(C)=O
Highest occupied orbital energy in eV: -8.88
Gap between HOMO and LUMO in eV: 6.577
Energy relative to the best compared isomer or geometry (same formula, charge and spin) in eV: 14.390

Structure (XYZ):
```
92
C33H42O17 ωB97M-V with the def2-TZVPD basis set
O -1.643 -2.313 -3.454
C -1.083 -1.718 -2.507
C -1.492 -0.505 -2.007
C -0.792 0.217 -0.906
O -1.384 1.300 -0.311
C 0.320 -0.410 -0.070
O 0.760 0.139 0.923
C 0.774 -1.609 -0.692
C -0.017 -2.378 -1.730
O 0.440 -3.639 -2.116
H -2.188 -0.066 -2.573
H -2.181 1.506 -0.875
H 1.598 -2.071 -0.198
H 0.167 -3.972 -2.908
O 2.103 -0.355 7.697
C 2.444 0.224 6.723
C 3.109 1.548 6.937
C 3.576 2.385 5.580
O 4.222 3.627 5.619
C 3.357 1.884 4.219
O 3.613 2.405 3.177
C 2.682 0.558 4.157
C 2.282 -0.264 5.348
O 1.546 -1.374 5.232
H 3.406 1.855 7.807
H 3.932 4.165 6.402
H 2.499 0.098 3.243
H 1.347 -1.699 6.017
O -1.910 1.698 3.989
C -2.689 1.408 3.023
C -2.665 -0.078 2.618
C -3.517 -0.407 1.418
O -3.669 -1.689 1.043
C -4.492 0.560 0.686
O -5.378 0.217 -0.117
C -4.385 1.923 1.185
C -3.463 2.304 2.331
O -3.553 3.471 2.961
H -2.311 -0.909 3.199
H -2.952 -2.234 1.395
H -4.978 2.575 0.655
H -2.772 3.463 3.570
C 1.444 0.049 -3.955
C 2.303 0.708 -2.923
C 3.642 -0.066 -2.378
O 2.042 1.780 -2.473
H 1.748 0.180 -4.949
H 0.415 0.551 -3.981
H 1.371 -1.020 -3.689
H 3.608 -1.157 -2.311
H 4.102 0.310 -1.425
H 4.129 0.106 -3.268
C -1.410 5.127 0.239
C 0.112 5.068 0.521
C 0.679 3.673 0.643
O 0.860 6.089 0.660
H -1.440 4.677 -0.822
H -1.936 6.068 0.323
H -1.888 4.602 1.086
H 0.229 3.063 1.390
H 1.674 3.653 0.997
H 0.514 3.024 -0.262
C -2.121 -6.353 -5.567
C -0.748 -6.573 -5.062
C -0.258 -8.066 -5.280
O -0.058 -5.845 -4.441
H -2.782 -7.082 -5.151
H -2.269 -6.557 -6.699
H -2.408 -5.355 -5.447
H -0.519 -8.382 -6.307
H -1.052 -8.746 -4.771
H 0.766 -8.421 -5.163
C 4.468 -2.083 1.388
C 5.843 -1.283 1.552
C 6.191 -0.928 3.006
O 6.694 -1.121 0.564
H 4.274 -2.225 0.235
H 3.803 -1.412 1.730
H 4.404 -2.981 1.797
H 5.206 -0.685 3.760
H 6.744 -0.219 2.965
H 6.684 -1.886 3.376
C -5.087 1.640 -3.357
C -4.477 2.642 -2.314
C -5.143 3.937 -2.282
O -3.496 2.453 -1.715
H -5.916 2.129 -3.531
H -5.232 0.853 -2.769
H -4.548 1.262 -4.078
H -4.919 4.575 -2.996
H -4.713 4.498 -1.483
H -6.190 3.891 -2.075
```



Asked for E across the records above, the calculation gives -135400.9766, -109324.0073, -66628.5768, -47884.5535, -69693.1196 eV in order.